No. 1
15
Properties=species:S:1:pos:R:3 method="wB97M-V/def2-TZVPD" smiles="C1=NC2=NCC[C@H]2N1" de_lowest_kcal_mol=63.0 largest_force_ev_per_a=4.27 lumo_ev=0.818 orbital_gap_ha=0.362 homo_energy_ha=-0.332 total_energy_ev=-9766.6548
C -2.34335 -0.48308 -0.07863
N -1.60261 -1.52542 -0.06344
C -0.23074 -1.02207 0.09625
N 0.84648 -1.58171 -0.12390
C 1.97045 -0.64496 0.00239
C 1.21837 0.87232 -0.20273
C -0.23043 0.40821 0.43099
N -1.56779 0.77190 -0.13507
H -3.39146 -0.39811 -0.26848
H 2.35543 -0.76104 0.99077
H 2.65743 -0.71244 -0.92122
H 0.94491 1.10927 -1.30099
H 1.50786 1.87004 0.18838
H -0.21205 0.37495 1.50502
H -1.92251 1.72214 -0.11933

***

No. 2
72
Properties=species:S:1:pos:R:3 method="wB97M-V/def2-TZVPD" charge=+2 largest_force_ev_per_a=3.39 lumo_ev="-8.061 / -8.062" orbital_gap_ha="0.203 / 0.203" homo_energy_ha="-0.500 / -0.500" total_energy_ev=-66614.5575
Pt 0.33976 -0.84555 0.07628
C 0.17684 -3.83514 -0.84812
C 1.52216 -3.66448 -0.17395
N 1.44125 -2.65396 0.87168
C 0.81815 -2.96500 2.17172
C -0.69102 -2.86189 2.05437
N -1.10620 -1.61530 1.31740
C -2.32856 -1.77938 0.52057
C -2.00832 -2.62209 -0.69538
N -0.55672 -2.54389 -1.04287
H -0.46053 -4.50686 -0.27985
H 0.33215 -4.29722 -1.82382
H 2.26085 -3.32005 -0.89760
H 1.86345 -4.62490 0.21944
H 2.37232 -2.28217 1.04321
H 1.16942 -2.20574 2.86550
H 1.11439 -3.94462 2.55454
H -1.11693 -2.82947 3.05737
H -1.13707 -3.71187 1.54195
H -1.20189 -0.83538 1.99956
H -2.65153 -0.79145 0.21143
H -3.13443 -2.21531 1.11589
H -2.60560 -2.25649 -1.53068
H -2.27244 -3.66898 -0.55758
H -0.44810 -2.25568 -2.01281
O 3.02081 1.73688 -0.60470
C 2.06343 1.16563 -0.99729
O 1.93897 -0.21248 -0.86532
C 0.88180 1.73513 -1.75018
P -0.29186 0.36294 -1.79750
C -1.95423 1.03764 -1.83263
C -2.60615 1.40397 -0.65117
C -3.87944 1.94604 -0.70543
C -4.50327 2.14148 -1.93126
C -3.84824 1.80954 -3.10879
C -2.58072 1.25119 -3.06757
C 0.01383 -0.60113 -3.26225
C 1.27794 -0.58908 -3.86244
C 1.48306 -1.28854 -5.04069
C 0.45078 -2.02412 -5.60840
C -0.79699 -2.07821 -4.99743
C -1.01723 -1.37383 -3.82597
H 1.17678 2.00809 -2.76443
H 0.48169 2.60234 -1.23372
H -2.09860 1.32054 0.30182
H -4.38193 2.22616 0.21085
H -5.49559 2.57109 -1.96989
H -4.32105 1.98971 -4.06483
H -2.08086 1.00674 -3.99511
H 2.10172 -0.05107 -3.41533
H 2.45449 -1.25994 -5.51585
H 0.61971 -2.56233 -6.53197
H -1.59645 -2.65747 -5.43985
H -2.00350 -1.38866 -3.37467
C 3.25073 5.20008 5.53766
C 2.51829 4.20663 4.67943
C 1.32491 3.63803 5.10888
C 0.68000 2.67153 4.35522
C 1.25388 2.27830 3.15272
C 2.43734 2.84613 2.67962
C 3.05002 3.81231 3.44956
S 0.49811 1.01222 2.26017
O 0.13560 1.41858 0.84501
O -0.68618 0.55136 2.96928
O 1.50072 -0.05841 2.05853
H 2.60630 5.62209 6.30563
H 3.66758 6.00843 4.93826
H 4.08689 4.70603 6.03618
H 0.89299 3.95235 6.05027
H -0.24694 2.22782 4.68917
H 2.86417 2.54113 1.73312
H 3.96529 4.26999 3.09503

***

No. 3
12
Properties=species:S:1:pos:R:3 method="wB97M-V/def2-TZVPD" de_lowest_kcal_mol=97.9 largest_force_ev_per_a=4.92 lumo_ev="-2.456 / -2.464" orbital_gap_ha="0.273 / 0.273" homo_energy_ha="-0.364 / -0.364" total_energy_ev=-27932.6658
C -0.41838 0.32268 1.31763
C -0.12005 0.32172 -1.36395
O 0.98339 -1.59401 0.19859
O -1.45949 -1.66214 -0.16917
S 2.94796 0.18416 -0.07877
S -0.23105 -0.92027 -0.06406
H -0.19458 -0.18143 2.27312
H 0.36249 1.06411 1.14534
H -1.51297 0.70870 1.54765
H 0.75373 0.88630 -1.20576
H -0.08402 -0.13779 -2.37472
H -1.02704 1.00795 -1.22589

***

No. 4
49
Properties=species:S:1:pos:R:3 method="wB97M-V/def2-TZVPD" charge=+1 de_lowest_kcal_mol=6.6 largest_force_ev_per_a=1.09 lumo_ev=-3.007 orbital_gap_ha=0.263 homo_energy_ha=-0.374 total_energy_ev=-114598.8071
K -0.14898 0.08599 0.16070
N 0.50954 -3.76559 -2.47782
C -0.65574 -4.56055 -2.55375
C -0.62723 -5.73694 -3.28248
C -1.76119 -6.53578 -3.37276
C -2.92667 -6.15959 -2.73414
C -2.96077 -4.97789 -2.00069
C -1.83293 -4.18741 -1.91384
S -1.88120 -2.67316 -0.97714
N -0.34022 -2.04137 -1.13662
C 0.60883 -2.58944 -1.79800
C 1.91372 -1.86965 -1.81756
C 3.03219 -2.33976 -2.49823
C 4.20577 -1.60268 -2.46244
C 4.23553 -0.41723 -1.75129
C 3.07410 -0.02630 -1.10342
N 1.94459 -0.72251 -1.12914
H 1.30513 -4.12617 -2.96920
H 0.28856 -6.03117 -3.78330
H -1.72184 -7.45166 -3.94624
H -3.81268 -6.77581 -2.79946
H -3.86970 -4.67420 -1.49598
H 3.01685 -3.26464 -3.05607
H 5.08589 -1.95221 -2.98507
H 5.12824 0.18859 -1.69596
H 3.04592 0.89625 -0.53188
C -3.36790 2.22723 -1.27393
As -1.45233 2.51171 -1.03537
C -0.96849 2.62134 -2.92607
C -1.48195 4.41031 -0.45722
C -2.37486 5.31073 -1.25520
C -1.97169 5.80928 -2.49352
C -2.80873 6.62792 -3.23537
C -4.06278 6.96719 -2.74825
C -4.46828 6.49093 -1.51089
C -3.63033 5.66967 -0.77136
H -3.77597 2.99988 -1.92470
H -3.87733 2.26667 -0.31201
H -3.53833 1.24865 -1.72173
H -1.69123 3.22525 -3.47124
H -0.96778 1.61191 -3.33810
H 0.02764 3.04448 -3.04952
H -0.45022 4.76487 -0.46209
H -1.81445 4.37387 0.58089
H -0.97889 5.58013 -2.86157
H -2.47908 7.00656 -4.19437
H -4.71447 7.61023 -3.32466
H -5.43702 6.76689 -1.11490
H -3.95315 5.30408 0.19705

***

No. 5
55
Properties=species:S:1:pos:R:3 method="wB97M-V/def2-TZVPD" charge=+2 de_lowest_kcal_mol=14.1 largest_force_ev_per_a=3.59 lumo_ev="-6.420 / -7.572" orbital_gap_ha="0.237 / 0.195" homo_energy_ha="-0.473 / -0.473" total_energy_ev=-44616.0785
P 0.28469 -2.00093 -1.69444
P 0.32723 1.95869 -1.19713
C -0.21275 -0.46914 -2.44100
C 0.83468 0.61475 -2.31804
H -1.39014 -0.04662 -1.88117
H -0.48446 -0.66888 -3.48473
H 1.82248 0.24239 -1.99553
H 0.94567 1.07881 -3.31042
C -0.31126 3.20557 -2.36970
H -0.68876 4.06827 -1.79977
H -1.10870 2.81261 -3.01955
H 0.53416 3.52182 -2.99646
C 1.67895 2.71171 -0.32545
H 2.03807 3.51941 -0.98428
H 2.50102 1.98785 -0.15911
H 1.32518 3.13847 0.62473
C -0.77467 -3.22059 -2.54765
H -1.05006 -4.03327 -1.85699
H -0.23205 -3.63912 -3.40914
H -1.69006 -2.72148 -2.90375
C 1.96318 -2.61100 -1.85276
H 2.70047 -1.79983 -1.87931
H 2.04502 -3.17373 -2.79567
H 2.21435 -3.29616 -1.03011
Sn 3.03085 0.80535 2.18431
C -1.27842 1.46429 -0.34121
C -2.16438 0.70293 -1.25428
C -3.32806 -0.01986 -0.57795
C -3.02679 -1.21459 0.36282
C -1.97018 -2.13213 -0.03095
C -0.57507 -1.84784 -0.04234
C 0.01903 -0.55269 0.65735
C -0.81193 0.67664 0.90363
C 2.32489 -1.09939 3.12170
H -1.73094 2.40345 -0.00659
H -2.56841 1.41172 -2.00088
H -3.99655 -0.39633 -1.35369
H -3.91834 0.71939 -0.02761
H -2.89028 -0.83927 1.38872
H -3.96266 -1.80598 0.36193
H -2.25778 -3.18063 -0.08209
H -0.06911 -2.72642 0.38678
H 0.94845 -0.25709 0.14330
H 0.38146 -0.85277 1.65082
H -1.67683 0.45469 1.54208
H -0.19432 1.35621 1.50566
H 3.06980 -1.25035 3.89764
H 2.35499 -1.97821 2.47523
H 1.34033 -1.00945 3.58998
C 1.87043 1.66454 5.25626
C 1.53095 1.50990 3.82391
O 0.44636 1.70731 3.29423
H 2.86967 2.10142 5.34504
H 1.84746 0.67911 5.74516
H 1.11312 2.32647 5.70845

***

No. 6
22
Properties=species:S:1:pos:R:3 method="wB97M-V/def2-TZVPD" de_lowest_kcal_mol=14.9 largest_force_ev_per_a=2.90 lumo_ev="-2.048 / -2.241" orbital_gap_ha="0.262 / 0.247" homo_energy_ha="-0.337 / -0.329" total_energy_ev=-39187.1795
C -3.61560 0.03511 1.10683
C -2.79331 1.12903 1.38181
C -3.23222 -0.98502 0.22764
C -1.58772 1.24295 0.75538
C -2.11415 -0.79430 -0.57239
C -1.38636 0.37057 -0.30277
N 4.07032 -1.46285 -1.18752
N 3.97891 -0.45851 -0.28541
O 0.29088 2.24686 -1.26978
O 0.32599 0.09877 -2.43982
O 1.89424 -0.92861 1.32380
O 3.16830 1.16393 1.35904
S 0.24453 0.81335 -1.17522
S 2.56767 0.13586 0.54840
H -4.46684 -0.13822 1.88374
H -2.90033 1.72485 2.27071
H -3.98308 -1.81825 0.02699
H -0.89284 1.98590 1.14216
H -1.66323 -1.33749 -1.36538
H 3.37222 -2.11546 -0.88998
H 4.08093 -1.13694 -2.17627
H 4.64166 0.22847 -0.36196